101
Properties=species:S:1:pos:R:3:forces:R:3:mulliken_charge:R:1 method="wB97M-V/def2-TZVPD" lumo_ev="-4.56 / -7.39" s2=0.754 multiplicity=2 charge=+2 e_homo_ha="-0.506 / -0.510" mol_weight_g_mol=863.68 total_energy_ha=-4506.51683
Cd -1.167 0.641 -0.131 -0.63 0.13 0.45 6.64
C 2.945 0.577 -2.324 0.04 0.06 -0.05 -1.65
C 1.868 1.435 -1.682 -0.06 0.01 0.07 1.21
C 2.483 2.523 -0.817 0.07 -0.02 -0.02 -1.22
C 0.931 2.019 -2.727 0.06 0.03 -0.01 -1.48
O 1.037 0.584 -0.829 -0.05 0.03 -0.05 -0.59
Ge 1.392 -1.048 -0.130 0.04 0.02 0.32 -0.15
O 1.322 -0.682 1.618 0.02 -0.10 -0.34 0.29
C 2.435 -0.914 2.532 -0.09 -0.03 -0.08 1.22
C 2.513 -2.405 2.825 0.07 0.03 0.01 -1.40
C 2.089 -0.120 3.783 0.04 -0.01 0.02 -1.31
C 3.725 -0.398 1.910 0.00 0.02 0.04 -1.55
O -0.301 -1.620 -0.441 0.27 -0.07 0.05 0.57
C -0.567 -2.565 -1.532 -0.07 0.03 0.10 0.88
C 0.150 -3.870 -1.220 -0.06 0.00 -0.03 -1.70
C -2.076 -2.750 -1.536 0.03 0.02 -0.04 -1.08
C -0.091 -1.964 -2.844 -0.02 -0.01 -0.04 -1.20
H 3.572 1.187 -2.973 0.00 0.00 -0.02 0.49
H 2.511 -0.219 -2.930 -0.02 0.00 -0.01 0.34
H 3.601 0.139 -1.567 0.03 -0.01 0.05 0.42
H 3.167 3.126 -1.414 0.02 0.03 -0.01 0.49
H 3.049 2.094 0.013 -0.04 0.00 -0.08 0.15
H 1.717 3.183 -0.413 -0.04 0.02 0.01 0.17
H 1.471 2.714 -3.369 0.01 0.01 -0.02 0.50
H 0.119 2.571 -2.247 0.01 0.00 0.01 0.16
H 0.500 1.234 -3.350 0.01 -0.01 0.01 0.31
H 1.613 -2.753 3.330 -0.07 0.01 0.02 0.22
H 3.373 -2.628 3.457 -0.01 0.00 0.03 0.46
H 2.627 -2.978 1.901 0.03 0.02 -0.04 0.31
H 1.094 -0.380 4.142 -0.02 -0.03 0.00 0.09
H 2.122 0.952 3.586 0.00 0.02 -0.03 0.30
H 2.804 -0.339 4.576 0.02 0.00 0.02 0.49
H 4.009 -0.990 1.035 -0.02 -0.04 -0.06 0.34
H 4.549 -0.472 2.619 0.01 0.01 0.02 0.51
H 3.621 0.649 1.615 0.00 -0.05 0.04 0.18
H -0.177 -4.279 -0.264 -0.02 0.01 0.00 0.32
H 1.234 -3.731 -1.189 0.04 0.04 0.01 0.36
H -0.053 -4.607 -1.997 -0.03 -0.02 -0.01 0.47
H -2.427 -3.076 -0.557 0.01 -0.02 0.04 0.09
H -2.360 -3.501 -2.272 -0.01 -0.03 -0.01 0.56
H -2.571 -1.814 -1.801 0.01 0.02 -0.01 0.00
H 1.000 -1.923 -2.894 0.03 0.00 0.03 0.26
H -0.489 -0.954 -2.971 -0.02 -0.04 0.02 -0.15
H -0.428 -2.579 -3.678 0.00 -0.02 -0.04 0.60
C -3.925 -0.457 -5.360 0.00 -0.01 -0.03 -1.24
C -2.880 0.513 -4.810 0.05 0.01 -0.01 -0.26
C -3.234 1.035 -3.459 0.06 -0.03 -0.02 0.20
N -2.513 0.887 -2.402 -0.06 -0.09 -0.11 -0.16
N -3.071 1.446 -1.269 0.18 0.13 -0.13 -0.69
C -4.214 2.034 -1.505 -0.05 -0.01 0.12 -0.04
N -4.945 2.644 -0.555 0.00 0.03 0.02 -0.29
S -4.709 1.913 -3.156 0.03 -0.02 0.03 -0.18
H -3.618 -0.817 -6.341 0.00 -0.01 -0.01 0.40
H -4.897 0.022 -5.476 -0.02 0.01 -0.01 0.39
H -4.047 -1.317 -4.703 0.00 -0.02 0.02 0.31
H -2.751 1.357 -5.492 -0.01 -0.01 0.00 0.41
H -1.909 0.026 -4.712 -0.02 0.01 -0.02 0.04
H -4.543 2.776 0.359 -0.01 -0.01 0.00 0.10
H -5.772 3.165 -0.788 0.01 0.00 0.00 0.22
C -4.947 -1.020 0.350 0.05 0.07 -0.03 -1.36
C -4.448 -1.329 1.757 -0.01 -0.08 -0.03 0.59
C -5.516 -1.002 2.794 0.02 0.02 0.06 -1.52
Sb -2.521 -0.431 2.190 -0.01 -0.10 -0.11 -2.55
C -2.981 1.018 3.710 -0.04 0.06 0.00 0.31
C -3.567 2.286 3.092 -0.05 -0.01 -0.01 -1.08
C -1.760 1.315 4.572 0.03 -0.03 -0.01 -1.28
C -1.662 -2.017 3.366 0.08 -0.01 0.01 1.37
C -2.563 -2.383 4.539 -0.03 0.04 0.00 -1.58
C -1.355 -3.227 2.493 0.02 0.00 -0.03 -1.25
H -5.760 -1.697 0.082 -0.04 -0.01 0.02 0.53
H -4.169 -1.119 -0.408 0.00 -0.02 0.00 -0.01
H -5.341 -0.003 0.297 0.02 0.03 -0.02 0.34
H -4.219 -2.396 1.827 0.04 -0.01 -0.04 0.40
H -5.765 0.060 2.797 0.00 0.04 0.01 0.27
H -5.228 -1.288 3.804 0.02 0.01 0.04 0.33
H -6.433 -1.544 2.554 -0.02 -0.02 -0.02 0.42
H -3.746 0.537 4.322 0.00 0.01 0.02 0.61
H -2.890 2.726 2.355 0.03 0.00 0.00 -0.14
H -3.743 3.040 3.862 -0.01 0.00 0.02 0.49
H -4.530 2.087 2.615 0.00 -0.01 -0.04 0.18
H -0.969 1.798 3.995 0.01 0.00 -0.01 0.09
H -1.343 0.414 5.024 0.00 -0.01 0.01 0.29
H -2.029 1.993 5.384 -0.02 0.02 0.01 0.51
H -0.722 -1.607 3.741 0.01 0.04 -0.02 -0.61
H -3.497 -2.832 4.197 -0.04 -0.01 -0.02 0.32
H -2.807 -1.528 5.170 -0.01 0.02 0.02 0.39
H -2.068 -3.122 5.171 0.03 -0.02 0.00 0.50
H -2.264 -3.650 2.059 -0.03 -0.01 -0.01 0.41
H -0.898 -4.015 3.094 0.01 -0.01 0.02 0.47
H -0.674 -2.974 1.681 0.02 0.00 -0.01 0.04
C 0.066 5.255 1.631 0.00 -0.01 0.00 -0.72
C -0.805 5.163 0.555 -0.01 -0.04 0.01 -0.79
C -1.184 3.909 0.112 -0.04 0.04 0.02 -0.80
N -0.741 2.784 0.680 0.18 -0.09 -0.09 1.38
C 0.108 2.875 1.709 -0.01 0.03 0.05 -0.96
C 0.528 4.088 2.221 -0.03 -0.03 -0.03 -0.74
H 0.381 6.220 2.001 0.00 0.03 0.01 0.47
H -1.186 6.047 0.065 -0.01 0.03 -0.02 0.51
H -1.865 3.789 -0.722 0.00 0.01 -0.02 0.35
H 0.460 1.936 2.123 0.02 -0.01 -0.02 0.14
H 1.210 4.115 3.059 0.02 0.00 0.03 0.57

=====

108
Properties=species:S:1:pos:R:3:forces:R:3:mulliken_charge:R:1 method="wB97M-V/def2-TZVPD" lumo_ev=0.34 e_above_lowest_kj_mol=0.0 smiles="CCOC(C)=O.CCOC(C)=O.CCOC(C)=O.CCOC(C)=O.CCOC(C)=O.CCOC(C)=O.CCOC(C)=O.ClCCl.ClCCl" charge=0 e_homo_ha=-0.369 mol_weight_g_mol=786.61 total_energy_ha=-4073.27985
C 6.124 2.073 1.425 0.03 -0.67 -1.19 -1.34
C 5.153 0.910 1.635 0.05 0.91 0.16 0.39
O 5.621 -0.287 0.992 -0.07 -0.06 0.23 -0.29
C 6.351 -1.137 1.751 -0.11 -0.23 -1.25 0.73
C 6.848 -2.316 0.948 0.14 0.30 -0.23 -1.07
O 6.599 -0.953 2.897 0.22 0.18 1.17 -0.53
H 5.595 3.022 1.368 0.05 0.10 0.58 0.41
H 6.541 1.960 0.415 0.05 -0.01 0.14 0.33
H 6.959 2.046 2.117 -0.10 0.25 0.21 0.32
H 4.993 0.777 2.703 -0.05 -0.43 -0.06 0.29
H 4.198 1.155 1.171 -0.01 -0.22 -0.09 -0.12
H 7.901 -2.139 0.712 0.00 -0.04 0.22 0.29
H 6.350 -2.415 -0.012 -0.26 -0.04 0.10 0.25
H 6.768 -3.222 1.541 0.01 -0.02 0.00 0.35
C 2.126 3.255 3.377 1.05 -0.75 0.04 -1.08
C 0.757 3.639 3.857 0.21 0.37 0.48 -0.34
O -0.240 2.693 3.463 -0.21 0.68 -0.43 -0.13
C -0.227 1.529 4.101 -0.38 -0.71 -0.77 0.55
C -1.185 0.553 3.512 -1.16 0.10 -0.98 -0.19
O 0.537 1.239 4.967 0.80 -0.01 1.23 -0.61
H 2.494 2.285 3.725 -0.68 -0.18 -0.08 0.35
H 2.930 3.881 3.777 -0.40 0.62 -0.31 0.44
H 2.123 3.245 2.286 0.25 0.12 0.01 0.19
H 0.700 3.783 4.936 0.11 -0.14 0.05 0.34
H 0.503 4.587 3.388 -0.39 -0.09 -0.05 0.30
H -0.742 0.118 2.612 0.32 -0.15 0.28 -0.46
H -2.084 1.027 3.100 0.10 0.24 0.37 0.11
H -1.510 -0.209 4.210 0.32 -0.09 0.17 0.50
C 2.962 -1.074 -1.084 -0.91 -0.08 -0.16 -0.74
C 2.045 0.154 -1.210 2.18 -0.81 0.12 -0.07
O 0.711 -0.270 -1.343 -0.37 -0.14 -0.10 0.18
C -0.193 0.221 -0.489 -0.49 -0.22 -0.37 0.77
C -1.572 -0.290 -0.779 -0.98 0.95 0.90 -0.46
O 0.051 0.993 0.391 0.25 0.27 0.53 -0.62
H 2.768 -1.717 -1.947 0.32 0.03 -0.02 -0.18
H 2.728 -1.689 -0.211 0.04 0.23 0.15 0.17
H 4.001 -0.756 -1.037 0.07 -0.08 -0.06 0.40
H 2.234 0.813 -0.367 -0.56 0.15 0.03 -0.02
H 2.357 0.658 -2.120 -0.34 0.25 -0.08 0.29
H -1.804 -0.529 -1.810 0.23 -0.38 -0.03 0.24
H -2.234 0.525 -0.459 0.06 0.11 -0.36 -0.35
H -1.878 -1.045 -0.051 0.41 -0.49 -0.35 0.34
C 2.909 -3.847 -4.300 0.15 0.04 0.57 -1.00
C 1.448 -3.812 -4.648 -0.07 0.13 -0.27 -0.16
O 0.747 -3.909 -3.398 0.55 0.01 0.49 -0.23
C -0.572 -4.000 -3.498 -1.18 0.85 0.24 0.69
C -1.276 -3.939 -2.159 1.56 -0.52 -0.14 -0.56
O -1.148 -4.010 -4.549 -0.25 -0.24 -0.65 -0.60
H 3.173 -2.961 -3.719 -0.07 -0.07 0.11 0.07
H 3.598 -3.850 -5.139 -0.24 -0.26 -0.28 0.41
H 3.055 -4.724 -3.667 0.37 0.04 -0.12 0.27
H 1.164 -2.876 -5.132 -0.08 -0.08 -0.08 0.19
H 1.111 -4.643 -5.265 0.19 0.03 -0.19 0.42
H -0.801 -4.731 -1.568 -0.45 0.09 0.27 0.35
H -2.340 -4.068 -2.268 -0.17 0.01 -0.01 0.34
H -0.989 -2.994 -1.697 -0.24 0.03 0.08 -0.18
C -0.227 -2.985 2.081 -0.19 -0.49 -1.54 -0.44
C 1.039 -3.811 2.244 -0.32 1.06 0.51 -0.43
O 0.941 -4.689 3.378 0.72 0.85 -0.01 -0.39
C 0.512 -5.908 3.151 -1.14 -0.82 -0.88 0.80
C 0.405 -6.721 4.393 0.31 -0.55 0.42 -1.03
O 0.148 -6.297 2.060 0.32 0.02 0.32 -0.58
H -1.039 -3.615 1.701 -0.03 -0.10 0.44 0.35
H -0.039 -2.332 1.214 0.03 0.28 0.42 -0.19
H -0.560 -2.411 2.937 0.22 0.02 0.21 0.35
H 1.252 -4.328 1.312 0.09 -0.30 0.22 0.36
H 1.848 -3.127 2.501 0.17 -0.21 -0.06 0.29
H -0.645 -6.914 4.605 -0.06 0.13 0.01 0.26
H 0.888 -6.261 5.250 -0.10 0.13 -0.03 0.30
H 0.861 -7.696 4.226 0.01 0.00 -0.10 0.32
C -5.086 0.488 -4.210 0.91 -1.03 0.39 -1.29
C -3.832 1.181 -3.701 -0.59 1.31 -1.11 0.22
O -2.680 0.418 -4.082 0.24 0.07 0.49 -0.29
C -1.492 1.069 -4.083 -0.19 -1.34 -0.64 0.83
C -0.365 0.141 -4.471 0.27 0.40 0.44 -0.47
O -1.347 2.221 -3.808 -0.04 0.81 0.33 -0.64
H -5.132 0.507 -5.296 -0.17 0.37 -0.02 0.33
H -5.966 0.902 -3.729 -0.14 0.05 -0.17 0.37
H -5.003 -0.580 -3.970 -0.29 0.14 0.22 0.30
H -3.764 2.143 -4.222 0.12 0.00 0.15 0.30
H -3.872 1.456 -2.646 0.28 -0.59 0.17 -0.02
H -0.678 -0.783 -4.943 -0.16 -0.02 -0.04 0.32
H 0.166 -0.076 -3.538 -0.07 -0.19 -0.13 -0.28
H 0.343 0.692 -5.089 -0.11 -0.04 -0.14 0.45
C -4.920 6.622 2.713 0.03 0.19 -0.09 -1.04
C -5.519 5.451 1.994 -0.63 0.02 -0.92 -0.27
O -4.528 4.787 1.182 -0.50 0.18 -0.09 -0.33
C -3.882 3.791 1.772 1.33 -0.31 -0.18 0.33
C -2.877 3.153 0.856 0.36 0.64 -0.63 -0.09
O -4.026 3.470 2.916 -0.39 -0.22 0.76 -0.56
H -5.682 7.103 3.327 0.10 -0.03 0.17 0.35
H -4.584 7.357 1.980 0.10 0.01 0.04 0.28
H -4.067 6.311 3.313 -0.07 0.04 0.20 0.30
H -6.047 4.740 2.625 0.36 -0.08 0.21 0.34
H -6.239 5.782 1.242 -0.02 0.15 0.15 0.29
H -2.418 2.285 1.313 -0.28 -0.24 -0.15 -0.41
H -2.046 3.832 0.626 -0.18 0.19 0.37 0.53
H -3.324 3.011 -0.129 -0.02 -0.51 0.13 0.23
Cl -5.512 1.135 0.447 -0.10 -0.05 -0.13 -0.11
C -5.825 -0.602 0.269 0.75 -0.01 1.02 -0.08
Cl -6.999 -0.976 -0.953 -0.23 -0.13 -0.19 -0.15
H -4.876 -1.081 0.076 0.14 0.00 -0.59 -0.04
H -6.098 -0.975 1.253 -0.60 0.11 -0.16 0.38
Cl 1.415 5.516 -3.843 -0.02 -0.13 -0.06 -0.18
C 1.652 3.774 -3.629 0.21 0.12 0.22 0.09
Cl 2.015 3.377 -1.928 -0.20 0.14 -0.20 -0.08
H 0.754 3.252 -3.936 -0.10 0.02 0.15 -0.17
H 2.518 3.474 -4.203 0.02 0.04 -0.11 0.33